1.
This record from the OMol25 dataset describes a cluster of 2 separate species, C3H10N2O2S in total. The level of theory is the ωB97M-V functional and the def2-TZVPD basis.

Gap between HOMO and LUMO (spin up / spin down) ... 9.29 / 4.03 eV
Relative energy (zero: lowest compared OMol25 entry of this formula, charge and spin) ... 129.9 kJ/mol
Expectation value of S² ... 0.753
LUMO energy (spin up / spin down) ... -4.17 / -9.43 eV
HOMO energy (spin up / spin down) ... -0.495 / -0.495 Ha
2S+1 ... 2
Net charge ... +1

Each line ends with the Mulliken spin population.
Geometry (Å):
1 C 0.296569 -0.524494 0.626402  0.04
2 C -0.820171 -1.593791 0.861426  -0.08
3 S -0.022145 -3.258814 1.193882  1.00
4 N -0.308987 0.787323 0.623960  0.00
5 C -0.968589 1.277355 -0.482354  0.00
6 N -0.530482 0.785471 -1.715100  0.00
7 O -1.923194 2.007511 -0.422994  0.00
8 H 0.583535 -0.709196 -0.410738  0.00
9 H 1.246961 -0.644983 1.142391  -0.01
10 H -1.351840 -1.325921 1.774478  0.03
11 H -1.359118 -1.758622 -0.069736  0.04
12 H -1.087379 -4.057117 1.441908  -0.01
13 H -0.548330 1.085860 1.558757  0.00
14 H -0.864764 1.480674 -2.376337  0.00
15 H 0.482727 0.728839 -1.787087  0.00
16 H 3.055897 2.318159 -0.742419  0.00
17 H 1.721825 1.767986 -0.267806  0.00
18 O 2.397487 1.633761 -0.948634  0.00

Forces on the atoms, in the same order (eV/Å):
-0.2244 -0.5596 -2.3460
1.8865 -0.4273 0.8287
-0.1078 0.8077 -0.1325
1.3659 -1.1338 1.5284
-1.0844 -0.0735 -0.9185
0.4787 0.6117 0.3491
0.0975 0.3587 0.6109
0.2563 -0.0124 0.0954
-0.3585 0.2175 0.8083
-0.7226 -0.3633 -0.2320
-0.6704 0.1715 0.2133
-0.1623 0.2258 -0.0379
-0.5603 0.6348 -0.4090
-0.0957 -0.4331 -0.3261
-0.0359 -0.0256 -0.1716
-0.1635 -0.3266 -0.2791
0.1496 0.0797 -0.0632
-0.0487 0.2480 0.4818

=====

2.
This record from the OMol25 dataset describes an isolated molecule of C7H8BrClOSi. The level of theory is the ωB97M-V functional and the def2-TZVPD basis.

Gap between HOMO and LUMO ... 8.87 eV
Relative energy (zero: lowest compared OMol25 entry of this formula, charge and spin) ... 64.6 kJ/mol
SMILES ... C[Si@](Cl)(Br)Oc1ccccc1
LUMO energy ... 0.20 eV
HOMO energy ... -0.319 Ha
2S+1 ... 1

Each line ends with the Mulliken charge.
Geometry (Å):
1 C -0.657210 1.477312 2.245916  -0.64
2 C -1.639607 1.348602 1.269333  -0.06
3 C 0.292732 0.547615 2.157017  -0.04
4 C -1.667712 0.342614 0.298194  -0.38
5 C 0.203235 -0.571567 1.422111  -0.29
6 C -0.741935 -0.682714 0.423252  0.33
7 C 1.457537 0.113061 -2.038026  -0.96
8 O -0.737445 -1.681843 -0.441830  -0.65
9 Si 0.720392 -1.637487 -1.890084  0.75
10 Cl 2.048423 -3.091862 -1.582359  -0.19
11 Br -0.687780 -1.940776 -3.668274  -0.26
12 H -0.469651 2.407963 2.887550  0.29
13 H -2.493885 2.097574 1.303383  0.25
14 H 1.170923 0.583740 2.917619  0.21
15 H -2.503838 0.308446 -0.506704  0.30
16 H 1.057572 -1.204493 1.499643  0.38
17 H 2.492577 0.435684 -1.866059  0.37
18 H 1.316876 0.450241 -3.068442  0.34
19 H 0.838795 0.697889 -1.362242  0.26

Forces on the atoms, in the same order (eV/Å):
-0.8531 2.9375 -0.3503
-2.3880 1.8099 0.0099
3.6596 -0.4962 4.2161
-1.8491 0.4241 -0.1868
0.8566 -0.6895 -1.2371
0.1146 0.8385 -0.0624
-0.1312 -0.2174 -0.1847
2.8646 -1.3749 -3.7523
-3.1572 1.4052 1.4157
0.0954 -0.4427 0.0818
0.9534 -0.0459 0.9814
-0.8768 -1.5732 -0.9521
1.1810 -0.9084 -0.3717
-1.4114 0.0742 -1.4508
1.6863 0.0243 1.5441
0.1433 -0.9931 -0.2195
-0.0767 -0.9983 0.5150
-0.5735 -0.1200 0.0627
-0.2379 0.3457 -0.0589

=====

3.
This record from the OMol25 dataset describes a cluster of 2 separate species, C5H12O in total. The level of theory is the ωB97M-V functional and the def2-TZVPD basis.

Gap between HOMO and LUMO ... 11.08 eV
Relative energy (zero: lowest compared OMol25 entry of this formula, charge and spin) ... 109.5 kJ/mol
SMILES ... C=CC.CCO
LUMO energy ... 1.09 eV
HOMO energy ... -0.367 Ha
2S+1 ... 1

Each line ends with the Mulliken charge.
Geometry (Å):
1 C 2.398935 -0.839762 -0.264359  -0.93
2 C 1.757703 -0.133410 0.892983  -0.15
3 C 1.839835 1.175674 1.128933  -0.60
4 O -0.693113 0.369680 -0.945029  -0.52
5 C -1.785857 0.260959 -0.055265  0.02
6 C -2.928482 -0.398578 -0.802342  -1.20
7 H 1.628466 -1.271013 -0.914412  0.27
8 H 3.040113 -1.658832 0.081012  0.32
9 H 3.007927 -0.153600 -0.861716  0.28
10 H 1.166851 -0.755507 1.567593  0.29
11 H 0.056405 0.717920 -0.441012  0.25
12 H 1.344991 1.636723 1.979719  0.28
13 H 2.419739 1.831518 0.481399  0.26
14 H -2.100564 1.251865 0.311373  0.26
15 H -1.517996 -0.341233 0.829172  0.23
16 H -3.807783 -0.508360 -0.159179  0.35
17 H -2.623149 -1.388368 -1.155644  0.31
18 H -3.204013 0.204332 -1.673221  0.29

Forces on the atoms, in the same order (eV/Å):
0.0338 0.0220 -0.0462
0.0398 0.1746 0.0696
0.0251 -0.1562 -0.0022
0.2035 0.1317 0.0546
-0.3653 -0.0556 0.2115
-0.0200 -0.0109 -0.0277
0.1192 0.0285 0.0957
-0.1111 0.1055 -0.0377
-0.0947 -0.0868 0.0933
0.0888 0.1098 -0.0806
-0.0755 -0.0560 -0.1310
0.0593 -0.0962 -0.1142
-0.0730 -0.1089 0.0760
0.0851 -0.1366 -0.0877
-0.0061 0.0836 -0.1610
0.1284 0.0165 -0.0793
-0.0604 0.1178 0.0500
0.0231 -0.0828 0.1168